# 1
Molecular formula: C2H5InO5S
Method: DFT, ωB97M-V with the def2-TZVPD basis set

Output
* charge: +1
* multiplicity: 2
* orbital gap (spin up / spin down): 5.69 / 4.95 eV
* highest occupied orbital energy (spin up / spin down): -14.7 / -14.1 eV

Atoms and positions in Å:
H  -1.97672  -1.66858  2.24148
O  0.84423  2.68424  -1.98533
S  0.62078  3.11286  -3.38573
C  0.15048  -2.27720  1.96016
O  -0.67792  3.82174  -3.47777
In  0.53013  -0.09831  -1.81853
O  0.54089  1.82290  -4.04966
H  -0.86120  -0.48114  2.85130
H  -1.15456  -1.97344  3.72775
O  0.46329  -1.60904  0.74585
C  -1.01005  -1.55432  2.73198
H  1.01097  -2.45879  2.60413
O  1.70134  3.96570  -3.86310
H  -0.18165  -3.28660  1.71746

# 2
Molecular formula: C8H14NS
Method: DFT, ωB97M-V with the def2-TZVPD basis set

Output
* charge: +1
* ΔE to the lowest compared entry with this formula, charge and spin: 1.640 eV
* SMILES string: C[C@H]([NH3+])[C@@H](C)c1cccs1
* orbital gap: 8.32 eV
* highest occupied orbital energy: -11.7 eV

Atoms and positions in Å:
H  0.29521  -2.60693  0.22495
H  1.22457  2.15973  1.34818
S  -2.50761  -0.82845  0.60093
C  -1.25429  0.19877  0.09825
H  2.60880  0.60719  1.14828
H  -3.51573  1.09895  -2.26308
C  -3.58690  -0.21239  -0.56134
C  -0.00074  0.40676  0.80538
H  1.51390  -0.09017  -0.90654
C  1.32271  -0.61500  -0.02000
H  3.39165  -0.65622  0.54103
H  1.19252  -2.37533  -1.37964
C  0.61367  1.79399  0.55119
H  -4.65312  -0.32244  -0.37374
N  2.50320  -0.36111  0.96388
H  2.02603  -2.72332  0.02916
H  2.44964  -0.99909  1.73612
H  -0.21088  2.52384  0.50985
C  1.15154  -2.10616  -0.28531
C  -1.65079  0.94806  -1.01559
H  -1.05232  1.67595  -1.58672
C  -2.97710  0.68777  -1.40854
H  1.09237  1.80757  -0.51188
H  0.02367  -0.01196  1.75518

# 3
Molecular formula: C19H47Br6Cl2N3O3
Method: DFT, ωB97M-V with the def2-TZVPD basis set

Output
* charge: +1
* multiplicity: 2
* orbital gap (spin up / spin down): 8.38 / 2.83 eV
* highest occupied orbital energy (spin up / spin down): -11.3 / -11.3 eV

Atoms and positions in Å:
Br  -0.08385  0.18800  -3.17973
H  2.70856  3.08219  4.48407
H  -0.89905  4.27231  1.22429
Cl  -0.97727  -3.16860  -0.34825
Br  -3.35767  -2.36080  2.80559
H  -1.31745  -2.96830  -3.96402
C  3.54564  1.82997  2.81095
C  -4.70570  -4.83235  2.53492
Br  -5.22831  -6.45819  1.54315
C  6.08239  -0.81665  3.68194
Br  -2.52113  1.28071  7.53299
C  0.11194  4.32275  -0.69786
H  -2.17119  -0.82217  6.05774
N  0.91404  5.15972  1.46560
C  -0.45369  -1.54446  0.10485
C  1.01235  -4.72196  -6.09007
N  3.10668  1.25100  1.57209
C  -1.96146  -5.49389  -3.11520
H  1.90423  3.42584  3.08764
H  -0.72524  -0.79918  -0.64276
O  5.36609  0.24023  3.00279
H  -1.40801  6.69827  1.29832
H  -5.64815  -4.41744  2.89234
H  0.46635  5.35010  2.35072
C  -1.06718  1.48820  -4.24858
H  1.38357  4.28048  1.62859
H  6.55685  -1.37640  2.87592
H  -0.27021  7.07635  0.21056
H  -2.22331  -4.78482  -2.32986
H  -1.25577  1.99854  -1.09063
H  4.23428  2.59520  2.45276
C  4.28362  0.87597  3.73018
H  -1.15433  -6.12767  -2.74783
H  1.59016  1.82862  3.66812
H  0.15975  -1.51824  -5.28699
H  3.62014  0.08776  4.08603
H  0.87429  -4.96215  -7.14427
C  -0.68629  -3.78670  -4.31040
H  0.23630  3.28063  -4.19811
C  -1.77675  2.95406  -1.15124
H  2.06413  -4.45713  -5.98187
H  -3.15430  -4.25631  1.08048
H  -1.02737  1.84144  4.93968
H  -1.90515  1.85841  -3.65795
C  -0.02053  -3.52090  -5.62952
C  -0.21995  2.58602  -4.90342
O  -1.47549  -5.01757  -4.35933
N  0.78323  -2.29604  -5.44952
Br  -1.32931  3.32123  -6.36104
O  -0.95661  4.00075  -1.63115
Cl  1.30623  -1.60089  0.47619
H  4.78740  1.34911  4.57306
H  -0.77285  -3.37534  -6.40471
H  -0.69448  -0.08167  6.48592
C  -0.26796  4.95820  0.65916
H  -2.49703  0.99894  4.30963
Br  -0.53599  -0.42846  3.62510
H  0.89521  4.92331  -1.16036
H  -1.44029  0.85810  -5.05596
H  -4.00159  -5.12746  3.31289
C  -1.52592  0.88361  4.79104
H  4.01703  1.08799  1.16614
H  0.83139  -5.68178  -5.60622
H  -2.78056  -6.18322  -3.32015
H  -4.63463  -3.40642  0.88428
H  -2.05461  3.04987  -0.10162
H  0.54577  3.39492  -0.32500
H  -2.67346  2.84132  -1.76058
H  -1.67156  6.41093  -0.50857
C  -3.98375  -3.83338  1.64727
C  2.37890  2.57542  3.57709
C  -1.02175  6.30106  0.35964
H  -0.96705  -1.21970  1.00989
H  0.13874  -3.82779  -3.59925
H  0.64386  2.12673  -5.38403
C  -1.67920  0.15022  6.08014
H  6.84644  -0.35233  4.30542
H  2.79528  0.31546  1.79092
H  5.49545  -1.49147  4.30502
H  1.49727  -2.28218  -4.73534

# 4
Molecular formula: C17H38B2Br2O
Method: DFT, ωB97M-V with the def2-TZVPD basis set

Output
* charge: 0
* SMILES string: CCB(O)B/C(Br)=C(\C)Br.CCCCCC.CCCCCC
* orbital gap: 8.37 eV
* highest occupied orbital energy: -9.3 eV

Atoms and positions in Å:
B  -2.43727  -2.67235  1.24042
H  3.87423  1.42754  -7.05875
H  -5.38290  -1.81448  -0.01164
H  -3.05533  1.55310  5.95605
H  -1.22540  -0.37753  4.44641
C  4.86093  0.97375  -6.95398
C  -1.71677  -1.80630  0.19348
H  -3.75874  -4.39178  2.73040
B  -4.13524  -2.92972  1.47355
C  0.34627  0.54967  3.31057
C  0.50478  -2.94810  0.62833
H  -4.66390  -0.79050  2.75887
H  -4.93900  0.13296  1.27524
H  0.60485  1.27402  4.08788
H  -3.13729  0.80406  3.46975
O  -4.44723  -4.10042  2.12538
H  5.26190  1.72056  -4.97471
Br  -2.70742  -0.48148  -0.74364
C  -0.40549  -1.96907  -0.07137
H  -0.98475  2.87431  4.12022
H  2.25535  -0.48101  -4.13376
H  -1.70150  -3.30586  1.94549
H  1.56262  1.88355  -4.07959
H  6.24370  0.35108  -5.43442
C  -1.10783  0.10739  3.47287
C  -2.13889  1.22786  3.32498
Br  0.49209  -0.93359  -1.36718
H  4.66719  -0.36606  -3.74747
H  0.49824  -2.74673  1.69889
H  -1.97586  2.87215  6.40770
H  -1.32727  -0.66245  2.72412
H  5.57751  1.63318  -7.44537
C  -5.34458  -2.02163  1.05868
H  -2.12249  1.60354  2.29805
C  3.07895  1.67904  -2.57387
C  4.28679  -0.19710  -4.75866
H  2.40329  0.29154  -5.69210
C  -5.29650  -0.70371  1.87173
C  -1.95481  2.39839  4.28934
H  -2.70726  3.15688  4.05865
H  1.52346  -2.83009  0.27458
H  -1.31338  1.28321  6.04873
H  -6.29440  -0.44737  2.22550
H  2.87979  2.65539  -2.13034
C  2.83138  0.26921  -4.68633
H  1.70352  1.41487  1.85281
H  0.18060  -3.97195  0.45954
H  0.99274  -0.31666  3.47971
C  2.62588  1.63385  -4.02959
C  0.65042  1.14253  1.93825
C  -2.07998  2.00298  5.75695
H  4.14785  1.48412  -2.47416
C  5.23011  0.75665  -5.49028
H  4.85323  0.02627  -7.49741
H  0.42567  0.42875  1.14357
H  2.54478  0.92900  -1.98719
H  4.31383  -1.17238  -5.25517
H  -6.26814  -2.55362  1.30104
H  3.14534  2.40839  -4.60060
H  0.06236  2.04214  1.74986

# 5
Molecular formula: C4H20BO18
Method: DFT, ωB97M-V with the def2-TZVPD basis set

Output
* charge: -1
* ΔE to the lowest compared entry with this formula, charge and spin: 0.630 eV
* orbital gap: 10.50 eV
* highest occupied orbital energy: -8.3 eV

Atoms and positions in Å:
C  -0.50533  9.04971  11.12777
O  0.59029  13.44963  11.53576
H  -2.02546  10.12548  15.34053
O  -4.10753  10.04477  10.47316
H  0.80755  12.54079  11.77868
O  7.15723  12.56642  11.16617
O  -1.45814  8.74316  10.47412
O  -1.51163  11.83712  9.43926
H  -4.08028  9.91052  9.52217
H  -0.73782  10.60649  15.98668
H  2.66440  13.12100  8.86730
H  3.61083  12.70235  12.14142
B  1.64101  9.42416  11.81768
O  3.86109  13.58571  12.43818
O  0.74669  8.94035  10.73870
C  3.74755  10.22415  11.49016
O  7.66383  8.04994  11.47877
O  -1.69318  10.69900  16.04646
H  -3.17805  9.96498  10.75025
O  4.77332  6.88522  15.25853
H  6.70049  8.13327  11.56139
H  6.37664  12.06427  11.44900
H  7.50329  9.31008  15.14219
O  4.83795  8.23588  12.41385
H  3.94086  12.40658  9.30982
C  -0.49834  9.54010  12.59150
H  3.54194  13.63718  13.34526
H  7.98409  8.95358  11.57517
C  3.82814  8.81254  12.10726
H  -1.79773  11.16587  8.80916
O  0.76086  9.74387  12.92332
O  4.71089  10.86099  11.16600
H  -0.61567  12.06723  9.16243
H  6.03302  9.35407  14.75184
H  4.23701  7.30961  14.57488
O  3.26130  12.40436  8.62117
H  4.26544  6.11299  15.52820
O  -1.44480  9.64464  13.30347
O  2.47069  10.55842  11.36484
H  0.34135  13.87406  12.36362
O  6.86962  9.81645  14.62352
O  2.60484  8.35300  12.19436
H  6.83382  13.46708  11.06236

no.,energy (eV)
1,-28387.307
2,-20840.182
3,-476365.754
4,-161731.054
5,-42013.139